Record 1
{"formula": "C24H36F6O21", "method": "the ωB97M-V functional and the def2-TZVPD basis", "elements": ["F", "F", "F", "F", "F", "F", "O", "O", "O", "O", "O", "O", "O", "O", "O", "O", "O", "O", "O", "O", "O", "O", "O", "O", "O", "O", "O", "C", "C", "C", "C", "C", "C", "C", "C", "C", "C", "C", "C", "C", "C", "C", "C", "C", "C", "C", "C", "C", "C", "C", "C", "H", "H", "H", "H", "H", "H", "H", "H", "H", "H", "H", "H", "H", "H", "H", "H", "H", "H", "H", "H", "H", "H", "H", "H", "H", "H", "H", "H", "H", "H", "H", "H", "H", "H", "H", "H"], "coordinates": [[0.24108, 0.28558, 4.52000], [2.50667, 1.97277, 3.56634], [-2.70274, 1.24223, -3.85387], [4.08167, 3.84058, 1.28012], [0.91404, 2.19683, -6.36745], [1.41486, -3.41939, -0.79792], [0.56843, -4.72901, 3.01039], [3.42978, 0.13902, 4.49544], [1.26453, -3.29764, 1.45575], [-3.91359, -1.65475, 0.21792], [-2.87916, -0.64147, -4.92555], [2.11927, -1.62482, -4.25683], [2.22059, -5.27768, 1.60337], [-1.75125, 0.81311, -0.15653], [2.96637, 2.36290, -1.47410], [2.83261, -1.91657, 5.18407], [-1.52003, -0.10625, 5.94641], [-2.45526, -1.56710, -2.90490], [-3.86510, -0.39323, 6.18251], [3.43554, 0.21921, -1.07654], [4.00450, 1.92910, 0.29910], [1.38283, -0.05251, -5.75115], [-2.72067, -1.21454, 4.41426], [2.47119, -1.24933, 3.16081], [1.33783, 0.35065, -3.55425], [-1.32048, -2.28932, -4.69594], [-1.99886, 3.43880, 0.62596], [1.68164, -0.51831, -4.51000], [3.46223, 1.41002, -0.79560], [2.11469, -3.30818, 0.32692], [2.89265, -4.57778, 0.60815], [3.29013, 0.89257, 3.34689], [0.55255, 1.08883, -5.58800], [-2.56770, 4.44292, -0.18861], [3.09518, 3.59647, -0.78056], [-3.17337, -2.17640, 1.22672], [0.76028, 1.47084, -4.10173], [-2.79935, -0.57519, 5.57361], [1.30121, -4.50323, 2.10040], [4.29947, 3.30002, 0.10213], [2.92623, -1.06171, 4.35837], [-0.58176, 0.63906, -0.94197], [-0.61009, -0.63341, 5.00383], [-2.20843, -1.62732, -4.23789], [-3.57847, -0.72303, -2.77148], [-1.51581, 4.84044, -1.31183], [-1.45307, -0.97464, 3.83366], [0.08819, -0.62302, -0.37732], [-2.91091, -3.67699, 0.98086], [2.68428, -0.09808, 2.38018], [-3.49480, 0.19296, -3.99748], [2.67244, -2.37626, 0.23450], [-3.52773, -0.11076, -1.87112], [-0.14393, 1.84877, -3.62457], [1.67220, 0.18216, 2.08820], [-0.51419, 4.85759, -0.88222], [-1.56679, -0.18374, 3.09228], [4.22655, 1.26055, 2.92759], [5.28822, 3.47860, -0.32046], [-4.56607, -1.18103, -2.71688], [-3.73513, -2.03350, 2.14981], [-0.06310, 1.57851, -0.75084], [3.92853, -4.40520, 0.90017], [1.46848, 2.29753, -4.04571], [-2.28484, -4.07954, 1.77716], [-0.04357, -0.73198, 0.69918], [-1.55249, 4.12816, -2.13610], [1.14113, -0.79867, -0.59769], [-0.76244, 0.47279, -2.00395], [-4.49746, 0.45289, -4.33691], [-3.47289, 4.16456, -0.72830], [-1.13237, -1.83065, 3.23994], [-2.24092, -1.61787, 1.30848], [-1.42897, 3.84678, 1.28200], [-3.44074, -0.88920, -0.11666], [-0.49621, 0.84213, -5.75335], [-1.86488, 1.75424, -0.00504], [2.95349, -5.23156, -0.26189], [2.27281, 3.84816, -0.11088], [3.19177, -0.14901, 1.41688], [-1.69380, 5.80386, -1.78956], [-2.68267, 5.32761, 0.43766], [-3.82987, -4.25069, 0.86060], [-2.35558, -3.77716, 0.04829], [-0.37681, -1.55837, -0.68876], [3.21593, 4.40999, -1.49589], [-0.07798, -1.50387, 5.38759]], "forces_ev_per_angstrom": [[1.229, 1.123, 0.683], [-0.401, 0.273, 0.256], [0.794, 1.760, 0.537], [0.772, 1.329, 1.601], [-0.140, -1.601, 0.350], [-1.042, -0.277, -1.093], [0.147, -0.307, -0.113], [1.415, 1.943, 1.320], [-0.064, 0.557, -0.664], [-1.316, 1.216, -2.351], [0.023, -1.033, -0.225], [-0.578, 2.613, -0.970], [0.348, -0.890, 0.204], [-1.072, -0.722, -0.512], [-2.276, 2.406, -2.884], [0.419, 0.424, 0.698], [-1.145, -0.553, -0.233], [-1.144, -0.156, -0.726], [4.177, -0.514, -1.661], [0.057, 2.460, 0.804], [2.244, -1.087, 1.516], [-0.451, 1.006, -0.091], [-0.547, -0.380, -0.018], [0.049, -0.837, -2.744], [-0.034, -0.755, 1.045], [-1.476, 0.420, 0.002], [-0.545, -0.790, -0.126], [0.811, -3.491, 0.840], [0.557, -4.723, 0.325], [0.436, -0.330, 1.445], [1.984, -0.452, -1.693], [0.445, -0.141, -1.412], [0.025, 1.091, 1.011], [2.182, 1.774, -1.376], [0.825, 1.112, -0.627], [0.766, -1.631, 1.608], [0.140, 1.743, -1.464], [-2.830, 1.282, 2.010], [-1.808, 1.291, 1.360], [-2.079, -0.751, -0.812], [-0.718, -2.286, 1.566], [0.346, -0.861, 1.356], [-0.416, -0.605, -0.597], [2.908, -0.144, -0.108], [-0.496, 1.981, 0.770], [-0.748, -0.351, 0.366], [-0.873, -0.978, -1.350], [0.278, -0.648, 0.223], [0.424, 0.767, -0.059], [-2.059, 0.949, -0.826], [-1.533, -2.335, 0.202], [0.139, -0.073, 0.389], [0.486, -0.075, 0.005], [-0.138, -0.710, 0.166], [-0.065, 0.624, 0.033], [0.028, -0.021, -0.007], [0.217, 0.526, 0.332], [0.269, 0.091, 0.696], [0.121, -0.036, 0.344], [0.289, -0.748, -0.286], [0.149, -0.151, 0.379], [0.962, -0.188, -0.546], [-0.062, 0.254, 0.293], [0.180, 0.116, -0.167], [-0.144, -0.189, 0.096], [0.128, 0.696, 0.271], [0.168, -0.291, 0.137], [0.039, 0.564, -0.276], [-0.275, 0.294, -0.030], [0.235, 0.489, -0.230], [-0.123, -0.423, 0.785], [0.061, -0.306, 0.500], [0.251, -0.208, 0.122], [-0.044, 0.009, 0.016], [-0.027, 0.177, 0.036], [0.166, -0.058, -0.743], [-0.245, 0.351, 0.254], [-0.188, 0.226, -0.207], [-0.286, -0.473, -0.135], [0.638, -0.977, 0.421], [-0.239, 0.166, 0.313], [-0.682, 0.038, -0.143], [-0.053, 0.124, 0.262], [0.083, -0.020, -0.090], [-0.417, 0.224, -0.665], [0.063, -0.228, -0.080], [0.310, 0.317, 0.396]], "smiles": "O=C1OC[C@@H](F)O1.O=C1OC[C@@H](F)O1.O=C1OC[C@@H](F)O1.O=C1OC[C@@H](F)O1.O=C1OC[C@@H](F)O1.O=C1OC[C@@H](F)O1.CCO.CCO.CCO", "orbital_gap_ev": 9.6, "e_lumo_ev": -0.23}



Record 2
{"formula": "C24H36F8NO6P2SbV", "method": "the ωB97M-V functional and the def2-TZVPD basis", "elements": ["Sb", "V", "P", "P", "F", "F", "F", "F", "F", "F", "F", "F", "O", "O", "O", "O", "O", "O", "N", "C", "C", "C", "C", "C", "C", "C", "C", "C", "C", "C", "C", "C", "C", "C", "C", "C", "C", "C", "C", "C", "C", "C", "C", "H", "H", "H", "H", "H", "H", "H", "H", "H", "H", "H", "H", "H", "H", "H", "H", "H", "H", "H", "H", "H", "H", "H", "H", "H", "H", "H", "H", "H", "H", "H", "H", "H", "H", "H", "H"], "coordinates": [[3.17991, -2.24107, -0.26670], [-0.01668, -1.76846, 0.15583], [0.53868, 0.91374, 1.62729], [0.16772, 0.80577, -1.54223], [0.44217, -6.90650, -0.83210], [4.08100, -1.91824, 1.29933], [-3.88525, -5.38524, -0.03852], [3.38447, -4.06646, -0.23831], [1.64391, -2.48346, -1.41265], [4.37743, -1.72276, -1.55120], [1.41867, -2.58201, 0.99921], [2.34788, -0.52827, -0.11196], [-0.20306, -0.70765, -1.21176], [-0.51138, 1.77810, 2.33786], [-0.02221, -0.54780, 1.48956], [-1.11384, 1.51782, -1.96467], [1.86956, 0.77704, 2.34502], [1.30113, 0.68969, -2.53912], [-2.09137, -1.57804, 0.48380], [-0.38955, -5.92904, -0.54640], [1.94753, 3.07459, -2.91170], [0.66942, 1.67134, -0.02412], [-1.20667, 1.49394, -4.45334], [-1.65539, 0.61835, 4.18127], [-2.58786, -5.14165, -0.13528], [2.94067, 1.76580, 2.80808], [-2.64960, -0.37668, 0.72477], [-1.74020, -6.19142, -0.45204], [-0.77550, 1.79590, 3.84468], [4.14525, 1.54059, 1.93453], [-2.01676, 1.37830, -3.19039], [3.48927, 1.13580, -3.45597], [-4.81897, -1.34750, 0.86209], [-2.11766, -3.85475, 0.07717], [-1.39508, 3.13684, 4.13033], [-4.00187, -0.22355, 0.91343], [-4.25511, -2.58221, 0.59471], [2.41520, 3.17840, 2.79369], [-0.74280, -3.64423, -0.04923], [0.15145, -4.65974, -0.32799], [-2.79396, 0.09277, -3.05780], [2.08262, 1.66550, -3.42907], [-2.88615, -2.66979, 0.39597], [-0.52711, 0.64877, -4.57861], [-2.61517, 0.70009, 3.66991], [3.19678, 3.83225, 3.18093], [0.11066, 2.60943, 0.00777], [3.11982, 1.41897, 3.82276], [-0.65903, 2.43530, -4.49432], [2.47081, 3.20564, -1.96286], [-4.86435, -3.47025, 0.53800], [0.90577, 3.38862, -2.81467], [-2.65591, 2.24672, -3.05473], [-1.84728, 0.62256, 5.25420], [-1.18135, -0.33130, 3.93196], [4.07321, 1.74339, -4.14831], [1.72644, 1.91084, -0.15725], [3.52037, 0.10559, -3.80523], [4.96458, 2.15102, 2.31551], [1.22323, -4.57038, -0.38165], [4.46240, 0.50092, 1.95683], [0.20669, 1.69738, 4.30908], [-5.88543, -1.26094, 1.02486], [-0.74878, 3.95905, 3.82866], [-3.32141, 0.04704, -2.10553], [2.18487, 3.51749, 1.78031], [1.59202, 1.54150, -4.39103], [-2.00235, 0.48241, 0.77651], [3.95321, 1.84628, 0.90326], [-3.53816, 0.05449, -3.85318], [-4.40385, 0.76151, 1.10437], [-2.14110, -0.77504, -3.16922], [-2.13037, -7.18906, -0.60965], [3.95270, 1.20061, -2.47058], [-1.89850, 1.48842, -5.29600], [1.54274, 3.30657, 3.43172], [-1.56596, 3.21760, 5.20409], [-2.35533, 3.23465, 3.62424], [2.41810, 3.74812, -3.62826]], "forces_ev_per_angstrom": [[0.058, -0.077, -0.023], [-0.345, -0.296, -0.038], [0.040, 0.215, -0.013], [-0.010, 0.309, 0.036], [0.009, -0.012, -0.005], [0.079, 0.004, 0.098], [0.001, 0.004, -0.001], [0.039, -0.113, 0.020], [-0.173, 0.034, 0.141], [0.022, 0.023, -0.064], [0.119, 0.045, -0.008], [-0.007, 0.186, 0.033], [-0.027, -0.001, -0.015], [0.099, -0.015, -0.003], [0.130, -0.172, -0.093], [0.118, 0.043, -0.012], [-0.079, -0.011, 0.005], [-0.050, -0.038, 0.001], [0.062, -0.005, -0.032], [-0.048, 0.087, 0.025], [-0.045, -0.042, 0.048], [0.003, -0.118, 0.008], [0.017, 0.047, 0.041], [0.031, 0.018, -0.045], [0.035, -0.030, -0.020], [0.104, 0.091, 0.009], [-0.026, -0.019, -0.008], [-0.023, -0.048, -0.006], [-0.122, -0.027, 0.120], [-0.035, -0.036, 0.010], [-0.131, -0.079, -0.084], [-0.033, -0.033, 0.014], [0.013, 0.001, 0.011], [-0.011, 0.094, -0.005], [0.028, -0.016, -0.042], [-0.011, 0.011, -0.019], [-0.037, 0.004, -0.009], [-0.049, -0.046, 0.006], [0.049, 0.051, 0.031], [0.061, -0.065, 0.000], [0.069, 0.037, 0.019], [0.118, 0.077, -0.077], [0.008, -0.022, 0.011], [-0.038, -0.006, -0.015], [-0.007, -0.012, 0.006], [0.012, 0.000, -0.006], [-0.022, -0.006, -0.007], [-0.015, -0.015, -0.002], [0.009, -0.023, -0.002], [0.003, 0.005, 0.002], [0.010, -0.003, -0.006], [0.019, 0.006, 0.002], [-0.001, -0.006, 0.016], [0.008, 0.005, 0.007], [-0.017, -0.012, 0.020], [-0.003, 0.008, 0.003], [0.016, -0.024, -0.001], [-0.003, -0.001, 0.002], [-0.002, 0.006, -0.002], [-0.006, 0.013, 0.002], [-0.001, -0.016, -0.005], [-0.003, 0.011, -0.048], [-0.001, -0.004, -0.005], [0.014, 0.005, -0.003], [-0.006, -0.019, 0.014], [0.007, 0.015, -0.001], [-0.002, 0.000, 0.021], [-0.007, -0.002, 0.002], [0.009, 0.008, 0.003], [0.001, 0.008, -0.012], [0.001, -0.002, -0.001], [-0.026, -0.016, -0.007], [0.000, 0.002, -0.001], [0.010, 0.009, -0.007], [-0.008, -0.007, -0.006], [0.006, 0.020, -0.011], [-0.001, -0.001, 0.001], [-0.005, 0.000, 0.005], [0.003, -0.009, -0.021]], "orbital_gap_ev": 5.5, "relative_energy_ev": 0.098, "total_charge": 3, "e_lumo_ev": -11.82}



Record 3
{"formula": "C24H36MoNP2Se3Te", "method": "the ωB97M-V functional and the def2-TZVPD basis", "elements": ["Te", "Mo", "Se", "Se", "Se", "P", "P", "N", "C", "C", "C", "C", "C", "C", "C", "C", "C", "C", "C", "C", "C", "C", "C", "C", "C", "C", "C", "C", "C", "C", "C", "C", "H", "H", "H", "H", "H", "H", "H", "H", "H", "H", "H", "H", "H", "H", "H", "H", "H", "H", "H", "H", "H", "H", "H", "H", "H", "H", "H", "H", "H", "H", "H", "H", "H", "H", "H", "H"], "coordinates": [[-2.72714, 2.65725, 3.07734], [-0.51918, 0.79361, 0.83267], [-2.11816, 2.92404, 0.62627], [-0.94967, 0.91546, 3.27669], [-1.42912, 4.58396, 2.16122], [-1.96129, -0.76869, -0.53513], [1.73618, 1.55876, 0.55824], [0.41381, -0.89651, 1.04493], [-3.75411, -0.44841, -0.70835], [1.84564, 0.96438, -2.24814], [4.53935, -1.44354, 0.54884], [1.80129, -1.14073, 0.88145], [2.35118, -2.42039, 0.82706], [-1.37847, -1.51679, -2.11526], [1.09635, 1.72033, -1.14935], [0.77755, 3.16290, -1.55079], [-2.39310, -3.75870, 2.25551], [2.84276, 2.89791, 1.14762], [-0.18057, -2.81591, 2.48780], [0.00140, -2.14974, -1.95888], [3.98410, -0.16619, 0.54924], [2.13750, 4.05901, 1.83607], [2.61363, -0.00706, 0.69639], [-4.00437, 0.53000, -1.85752], [-1.15418, -3.71445, 2.89145], [-2.68089, -2.88415, 1.22059], [-0.46287, -1.94840, 1.43329], [-4.43747, 0.00396, 0.57778], [3.80215, 3.38124, 0.05140], [3.72339, -2.55940, 0.66336], [-1.71800, -1.96706, 0.79570], [-2.37331, -2.56423, -2.63065], [1.49730, 3.72575, 2.65254], [1.65775, 3.62230, -1.99737], [-3.13380, -4.48006, 2.57238], [-0.04483, -3.02487, -1.30827], [1.54630, 4.64228, 1.12807], [4.63499, 0.69005, 0.43526], [0.76868, -2.76823, 3.00371], [-4.22056, 1.05433, 0.78361], [0.74790, -1.46497, -1.56080], [-5.51788, -0.06286, 0.44968], [0.06656, 1.18577, -1.09692], [-5.07661, 0.68699, -1.97197], [-3.55567, 1.50854, -1.65919], [2.13813, -0.03972, -1.94937], [4.63360, 3.90383, 0.52474], [1.23550, 0.90668, -3.14953], [-3.64768, -2.93346, 0.73631], [3.31096, 4.09200, -0.61098], [-1.95415, -3.02774, -3.52366], [1.72889, -3.29937, 0.89714], [-3.62247, 0.17208, -2.81248], [-0.95156, -4.38694, 3.71423], [3.41436, 2.34771, 1.90531], [-0.00885, 3.17809, -2.30638], [-1.32335, -0.68162, -2.82223], [2.75397, 1.51438, -2.49768], [4.15607, -3.54999, 0.62718], [-4.16630, -1.42449, -0.98914], [-2.52312, -3.35839, -1.89599], [0.46818, 3.78109, -0.70614], [4.22032, 2.57785, -0.55527], [2.89382, 4.72623, 2.24933], [-3.34065, -2.15038, -2.90737], [5.60885, -1.56232, 0.44215], [0.34675, -2.48773, -2.93559], [-4.16577, -0.59523, 1.44787]], "forces_ev_per_angstrom": [[0.003, -0.010, 0.040], [0.196, 0.133, 0.137], [-0.202, -0.067, -0.235], [-0.016, 0.028, 0.089], [0.038, 0.241, 0.190], [0.128, 0.133, -0.055], [-0.265, -0.131, 0.130], [0.211, -0.281, 0.026], [-0.066, -0.139, -0.080], [0.064, 0.013, 0.052], [0.008, 0.024, 0.008], [-0.199, 0.051, 0.005], [0.151, 0.102, 0.004], [-0.029, -0.041, -0.080], [-0.221, -0.138, -0.093], [0.038, 0.035, 0.010], [-0.021, 0.009, -0.004], [0.117, -0.028, 0.013], [-0.102, -0.048, -0.041], [0.060, 0.014, 0.040], [-0.056, -0.017, 0.029], [-0.042, -0.001, -0.003], [0.169, -0.084, -0.080], [0.022, 0.055, -0.026], [0.050, 0.010, 0.010], [0.053, 0.032, -0.035], [0.081, 0.135, -0.030], [0.022, 0.048, 0.071], [0.001, 0.019, -0.021], [-0.063, -0.030, 0.005], [-0.129, -0.171, 0.087], [-0.026, 0.030, 0.037], [0.018, -0.002, -0.012], [-0.006, 0.003, 0.007], [-0.009, -0.010, -0.004], [-0.013, -0.009, 0.003], [0.001, 0.001, 0.006], [-0.004, -0.001, -0.005], [0.008, 0.019, 0.006], [0.020, 0.018, -0.003], [-0.041, -0.007, -0.011], [-0.007, -0.015, 0.009], [0.089, 0.031, -0.154], [-0.007, -0.009, -0.008], [-0.001, -0.014, 0.017], [-0.006, 0.023, -0.024], [0.001, -0.003, 0.003], [0.001, -0.001, -0.014], [0.001, 0.002, -0.005], [-0.002, -0.001, -0.005], [0.010, 0.007, -0.004], [-0.025, -0.024, -0.003], [0.003, -0.015, -0.010], [0.010, 0.003, 0.008], [-0.011, 0.025, -0.016], [-0.002, 0.007, 0.001], [0.001, -0.004, 0.017], [0.005, 0.007, 0.008], [0.004, -0.002, 0.001], [0.015, 0.034, 0.002], [-0.006, -0.007, 0.006], [-0.020, -0.010, -0.025], [-0.009, 0.005, 0.005], [0.003, 0.008, 0.014], [-0.001, 0.021, 0.003], [0.008, -0.006, -0.005], [0.003, -0.001, -0.004], [-0.005, 0.003, -0.004]], "orbital_gap_ev": [5.9, 6.2], "total_charge": 3, "e_lumo_ev": [-10.97, -11.00]}